{"formula": "C25H42N4O5", "method": "the ωB97M-V functional and the def2-TZVPD basis", "smiles": "CCCCNc1cc(N=C(C)C)c(CCCCN)c2c1C(=O)NC2=O.COCCOCCOC", "homo_ev": -7.7016, "orbital_gap_ha": 0.2457, "symbols": ["H", "H", "H", "C", "C", "H", "N", "H", "C", "H", "C", "C", "N", "H", "H", "C", "C", "C", "H", "H", "H", "H", "C", "H", "H", "C", "H", "H", "H", "H", "N", "H", "H", "C", "H", "H", "O", "C", "H", "H", "H", "H", "H", "H", "H", "H", "C", "C", "H", "H", "C", "O", "C", "H", "H", "C", "H", "O", "O", "C", "H", "C", "C", "H", "C", "H", "O", "H", "C", "N", "C", "H", "H", "H", "C", "C"], "xyz": [[7.720, 2.655, 0.006], [5.331, 2.455, 0.682], [-6.383, 1.605, 1.787], [-6.897, -0.658, 1.708], [6.122, 2.480, 1.431], [-3.413, -1.570, -5.004], [-0.115, 1.700, 0.860], [-2.355, -2.826, -4.545], [-2.072, -6.275, 0.341], [3.555, 3.241, -1.083], [8.054, 5.451, 1.015], [-5.539, -1.495, 1.540], [-2.764, -1.916, -4.283], [-5.537, -2.492, 2.101], [7.598, 6.443, 1.005], [-4.304, -0.521, 1.976], [0.991, -2.080, -1.844], [-1.686, -0.854, -4.180], [3.462, 5.540, 2.097], [-4.627, 0.293, 2.706], [-1.450, -5.857, 1.201], [2.776, 2.764, 0.428], [3.093, 3.622, -0.169], [-7.768, -1.174, 1.157], [-2.819, -5.348, -2.974], [-0.200, -1.479, -4.193], [-3.142, -6.528, 0.659], [0.118, -0.038, -2.512], [-1.576, -7.269, 0.029], [-7.125, -0.586, 2.831], [-3.201, -1.312, 2.659], [-7.874, 1.116, 0.744], [0.316, -1.077, -5.136], [3.821, 4.521, 1.907], [-0.564, 2.398, 0.247], [-5.367, -1.719, 0.426], [1.646, 0.994, -0.556], [-2.022, -5.229, -0.897], [2.017, -1.914, -1.352], [5.870, 5.012, 2.457], [-3.954, -6.118, -1.749], [0.978, -3.109, -2.334], [-0.226, -2.627, -4.149], [-3.870, -4.265, -1.899], [6.388, 1.433, 1.612], [2.226, 4.235, -0.437], [-2.089, -2.922, 0.859], [-1.234, -0.373, 1.249], [1.695, -0.489, -3.330], [-6.153, 0.841, 0.119], [-1.061, -3.209, -0.294], [4.054, 4.417, 0.507], [-6.811, 0.831, 1.065], [8.345, 5.228, 2.047], [-3.543, -2.252, 2.907], [-3.253, -5.229, -1.916], [-1.816, -0.109, -5.046], [7.106, 4.525, 0.522], [5.618, 2.961, 2.678], [-0.103, -2.010, -0.678], [-3.944, -0.014, 1.014], [0.704, -0.921, -2.951], [0.584, 0.676, 0.027], [3.056, 3.813, 2.239], [7.370, 3.181, 0.900], [4.854, 4.476, 3.763], [-1.645, 1.698, 2.758], [-2.824, -3.740, 1.193], [5.097, 4.290, 2.713], [-0.936, -4.472, -0.998], [-2.183, -1.543, 1.605], [8.938, 5.465, 0.370], [-1.905, -0.282, -3.205], [8.166, 3.125, 1.656], [-0.221, -0.691, 0.108], [-1.101, 1.104, 1.806]], "forces_ev_per_angstrom": [[0.0, -0.3, 0.0], [0.1, 0.2, -0.1], [-0.7, -1.1, -1.0], [0.1, 0.0, -0.4], [0.0, -0.1, 0.0], [0.3, -0.9, 0.4], [-0.6, -1.2, 0.1], [-0.4, 0.9, -0.1], [0.1, -0.1, -0.8], [0.0, 0.1, 0.0], [-0.2, 0.0, -0.2], [0.2, 1.4, -0.6], [0.7, 0.8, -0.5], [-0.1, 1.5, -0.6], [0.0, -0.1, -0.1], [-1.1, -0.3, 0.3], [-0.6, 0.7, 0.7], [-0.1, -0.1, 0.3], [0.0, 0.0, 0.3], [0.2, -1.1, -1.0], [-0.9, -0.5, -1.2], [0.0, 0.2, 0.0], [0.3, 0.2, 0.0], [1.3, 0.5, 1.1], [-0.6, 0.4, 1.6], [0.4, 1.3, 0.5], [1.5, 0.5, -0.5], [1.0, -1.4, -0.4], [-0.7, 1.5, 0.3], [0.1, -0.1, -1.7], [1.2, -0.6, -3.1], [1.6, -0.1, 0.6], [-0.8, -1.1, 1.2], [0.4, 0.2, -0.2], [0.6, -0.1, 0.7], [-0.4, 0.1, 1.6], [-3.8, -1.6, 1.6], [0.5, -0.8, 0.9], [-1.5, -0.2, -0.8], [0.0, 0.0, -0.3], [1.1, 1.3, 0.0], [0.0, 1.4, 0.7], [0.0, 1.7, -0.3], [1.2, -1.1, 0.2], [0.1, 0.1, 0.1], [-0.1, -0.1, 0.0], [1.6, 2.3, -0.6], [-0.2, -3.9, -1.4], [-1.4, -0.8, 0.5], [-1.0, -0.1, 1.4], [0.8, 2.7, 0.9], [-0.1, -0.4, 0.3], [-0.1, -0.5, -0.2], [0.0, -0.1, 0.0], [-0.1, 0.7, -0.1], [0.6, -0.5, -0.3], [0.4, -1.0, 1.3], [0.2, 0.0, 0.5], [0.1, 0.1, -0.2], [-1.1, 1.1, 2.0], [-0.2, -0.7, 1.6], [-0.3, -0.4, -0.3], [1.4, 0.5, -0.9], [0.0, 0.0, -0.1], [-0.3, 0.0, 0.0], [-0.1, -0.2, 0.0], [1.8, -2.1, -3.5], [1.2, 1.4, -0.6], [-0.1, 0.0, 0.0], [-3.7, 2.1, 1.9], [2.2, -0.2, -1.3], [0.1, 0.0, 0.1], [0.6, -0.8, -1.4], [-0.1, 0.1, 0.0], [-1.8, -0.9, 1.4], [-0.6, -0.6, 0.0]]}

---

{"formula": "C4H9NO", "method": "the ωB97M-V functional and the def2-TZVPD basis", "smiles": "C1C[C@H]2N[C@@H]12.O", "homo_ev": -9.5380, "orbital_gap_ha": 0.3853, "symbols": ["N", "H", "H", "C", "C", "O", "C", "H", "H", "H", "H", "C", "H", "H", "H"], "xyz": [[0.402, 0.298, -1.351], [-0.004, -1.693, 1.355], [-1.998, -0.403, 0.929], [0.214, -0.782, 0.801], [0.343, -1.027, -0.706], [1.411, 2.033, 1.041], [-1.095, 0.045, 0.501], [0.522, 0.149, -2.353], [1.090, -0.316, 1.261], [0.679, 1.639, 1.535], [-1.110, 1.120, 0.712], [-0.901, -0.281, -0.981], [-1.659, -0.453, -1.737], [0.774, -1.888, -1.205], [1.332, 1.559, 0.197]], "forces_ev_per_angstrom": [[0.1, 0.1, -0.1], [-0.1, 0.0, -0.1], [0.3, 0.0, 0.0], [0.1, -0.2, -0.1], [0.2, -0.4, 0.1], [-0.2, -0.2, 0.0], [-0.1, 0.0, 0.0], [0.1, 0.1, 0.2], [-0.3, 0.0, -0.1], [0.3, 0.3, 0.1], [0.1, -0.2, 0.0], [-0.4, 0.1, 0.0], [0.1, 0.1, 0.1], [-0.1, 0.1, 0.1], [0.1, 0.2, -0.2]]}

---

{"formula": "C19H29N4O4PS", "method": "the ωB97M-V functional and the def2-TZVPD basis", "homo_ev": -8.5885, "orbital_gap_ha": 0.2761, "symbols": ["H", "S", "C", "H", "H", "O", "H", "H", "C", "C", "H", "C", "O", "H", "H", "C", "H", "H", "H", "O", "H", "H", "O", "P", "H", "H", "C", "H", "H", "H", "N", "H", "H", "H", "N", "C", "C", "C", "C", "C", "H", "H", "H", "C", "C", "H", "C", "C", "H", "H", "N", "N", "C", "C", "H", "H", "C", "C"], "xyz": [[6.282, 2.687, 6.239], [2.458, -2.086, -1.681], [3.684, 2.237, 4.138], [2.028, 3.042, 1.526], [3.231, 1.520, 3.462], [-0.107, 4.510, -0.509], [-5.285, -2.729, 0.523], [2.783, -1.357, 0.614], [3.578, 4.319, 5.066], [0.529, 0.285, -1.008], [-4.303, -1.068, -3.352], [0.622, -2.150, -1.992], [-2.534, 1.625, -4.896], [-4.274, -3.781, -0.577], [-3.144, -2.985, 1.456], [-0.039, -0.720, -1.949], [-0.933, -2.026, -4.251], [5.121, 4.883, 6.452], [0.093, -2.820, -1.263], [1.987, 3.043, 0.532], [-1.755, 2.884, -1.947], [-2.464, -3.518, -2.977], [-4.060, 1.316, -3.346], [0.363, 3.029, 0.128], [3.913, -3.515, 1.544], [0.521, -2.631, -3.007], [5.376, 2.890, 5.679], [1.784, -2.921, 0.511], [4.176, -4.074, -0.181], [-5.802, -1.529, -1.329], [-1.746, 0.934, -2.787], [-4.774, -2.861, -3.099], [1.381, 0.057, -0.320], [-2.447, -1.063, -4.530], [-0.505, 2.850, 1.450], [-4.675, -1.637, -1.277], [-2.877, 1.294, -3.689], [4.843, 1.930, 4.833], [-1.199, -0.340, -2.808], [-4.387, -2.737, -0.176], [-1.076, 4.501, -0.356], [-2.227, -2.249, -1.712], [4.874, -2.461, 0.384], [-2.622, -2.429, -2.760], [4.734, 4.110, 5.801], [5.317, 0.964, 4.715], [4.010, -3.177, 0.470], [-0.121, 1.617, -0.994], [-4.295, -0.655, -0.880], [3.039, 5.258, 5.131], [-3.205, -2.340, 0.663], [3.044, 3.413, 4.240], [-1.766, -1.480, -3.740], [-1.239, 1.887, -1.921], [-1.080, 2.004, 1.338], [-3.363, -1.383, 1.003], [-4.158, -1.997, -2.721], [2.688, -2.372, 0.135]], "forces_ev_per_angstrom": [[0.0, 0.0, 0.0], [-0.5, -0.5, 0.2], [-0.3, 0.4, 0.0], [-0.4, 0.1, -0.9], [0.1, -0.1, 0.0], [1.2, -2.2, -0.1], [0.7, -0.3, -1.0], [-0.3, -1.1, -0.2], [-0.3, -0.1, -0.3], [-2.7, 0.5, -1.9], [0.0, -1.3, 0.5], [-0.4, 0.5, -0.1], [1.2, -1.4, 3.7], [0.1, 1.1, 0.2], [0.0, 0.5, -0.2], [-0.2, 2.3, 0.9], [-0.7, 0.6, 0.6], [0.0, 0.0, 0.0], [0.6, 0.6, -0.6], [-2.1, 0.3, -0.9], [0.6, -1.2, -0.1], [-0.2, 1.0, 0.0], [1.4, -0.9, 2.4], [-1.3, 0.3, 3.0], [0.3, 0.4, -1.1], [0.1, 0.7, 1.1], [0.1, 0.0, 0.1], [0.8, 0.6, -0.3], [-0.3, 0.9, 0.5], [1.3, 0.0, -0.1], [2.2, -1.1, 2.5], [0.5, 1.0, 0.2], [-0.9, 0.3, -0.9], [0.8, -0.2, 0.7], [0.4, -0.6, -1.4], [-0.5, -0.8, 0.1], [-2.5, 2.5, -6.6], [0.0, 0.0, 0.0], [1.7, -1.0, 0.2], [-0.8, 0.9, 0.9], [0.7, 0.2, 0.2], [-0.4, -0.5, -1.1], [-0.7, -0.9, 0.1], [0.2, 0.8, 0.6], [0.0, -0.1, 0.0], [0.0, 0.0, 0.0], [-0.5, 0.5, 0.2], [-0.2, -0.9, -2.6], [-0.2, -0.8, -0.7], [0.1, 0.0, 0.0], [-0.3, -0.4, -0.6], [0.5, -0.3, 0.1], [-0.8, 0.5, 0.9], [1.3, -0.8, 1.0], [0.3, 0.5, 0.4], [0.1, -0.7, 0.0], [0.3, 0.2, 0.3], [0.1, -0.1, 0.3]]}

---

{"formula": "C38H34Br2MnN2O3PS2", "method": "the ωB97M-V functional and the def2-TZVPD basis", "total_charge": 1, "homo_ev": [-9.4487, -9.3987], "spin_multiplicity": 2, "orbital_gap_ha": [0.1743, 0.1631], "symbols": ["C", "C", "O", "C", "H", "H", "H", "H", "N", "H", "H", "H", "C", "H", "H", "C", "C", "C", "C", "C", "S", "H", "H", "H", "S", "H", "C", "H", "Mn", "C", "H", "C", "C", "H", "H", "C", "C", "C", "C", "C", "H", "H", "C", "Br", "H", "H", "C", "C", "C", "C", "N", "P", "C", "H", "H", "C", "C", "C", "C", "H", "H", "C", "H", "C", "O", "C", "C", "O", "C", "C", "H", "C", "H", "C", "C", "H", "H", "Br", "H", "C", "H", "H", "H"], "xyz": [[3.502, -1.524, 1.493], [2.305, -5.634, -1.973], [0.525, -0.957, -1.584], [0.976, 0.217, -4.950], [-0.974, -6.226, -0.022], [0.250, -5.739, -1.893], [0.644, -4.587, -3.882], [3.830, 6.462, 2.839], [0.978, -5.014, -1.843], [4.515, -1.643, 1.140], [-3.728, 0.999, -2.868], [4.237, 4.029, 2.828], [0.900, -1.156, 2.205], [-2.023, 1.621, -4.335], [2.674, 2.522, 1.636], [1.500, -0.554, 4.476], [-0.205, 0.929, -5.172], [-2.709, 4.061, 2.763], [0.738, -4.059, -2.935], [3.240, -1.208, 2.805], [0.531, 1.192, 0.686], [-2.855, 2.410, -2.261], [-0.916, 2.872, 2.739], [2.401, -6.132, -2.937], [0.277, 3.315, -1.861], [-4.507, -3.857, -0.247], [-0.941, 0.417, -2.918], [2.468, -6.366, -1.184], [-0.400, -1.004, 0.037], [-1.604, 3.483, 2.168], [0.345, 5.897, 0.429], [-2.837, -5.191, -0.104], [-3.135, 1.382, -2.041], [1.898, 7.404, 1.621], [-3.438, -6.076, 0.032], [-1.906, 0.535, -1.853], [-0.478, -0.902, 2.488], [1.200, 5.501, 0.961], [2.072, 6.338, 1.627], [0.260, -0.336, -2.693], [-3.176, -1.856, -0.388], [1.570, -3.360, -2.995], [-0.799, -0.480, 3.792], [2.794, -0.284, 5.841], [-2.018, 4.630, -0.996], [1.331, -3.423, -0.524], [-2.653, -2.803, -0.328], [1.422, 4.129, 0.979], [-2.228, 4.474, 0.054], [2.446, -1.685, 0.596], [1.172, -1.552, 0.945], [0.198, 3.093, 0.114], [1.906, -0.987, 3.195], [-3.991, 5.674, 0.073], [3.072, -4.864, -1.898], [0.176, -0.301, 4.761], [-3.430, -3.947, -0.245], [-1.461, -5.265, -0.142], [-3.560, 4.856, 2.009], [-0.170, -3.489, -2.737], [-4.403, 5.335, 2.483], [-0.682, -4.114, -0.289], [-3.731, 1.364, -1.132], [3.386, 4.439, 2.305], [-1.337, -1.065, 1.569], [1.202, -0.400, -3.748], [-1.132, 1.038, -4.167], [-1.772, -0.055, -0.761], [-1.248, -2.827, -0.326], [2.516, 3.593, 1.639], [1.204, -5.028, 0.247], [-3.328, 5.055, 0.658], [1.722, 0.160, -5.728], [-1.365, 3.703, 0.817], [0.790, -4.361, -0.511], [-0.108, 0.047, 5.743], [2.127, -0.926, -3.560], [-2.607, -0.083, 4.166], [4.036, -1.092, 3.524], [3.159, 5.806, 2.306], [-0.383, 1.402, -6.125], [-2.899, 3.905, 3.814], [2.643, -1.876, -0.451]], "forces_ev_per_angstrom": [[0.0, -0.1, 0.2], [0.7, -0.5, -0.1], [0.2, -0.7, 1.3], [-0.2, 0.0, 0.1], [0.1, -0.1, 0.0], [0.2, 0.1, 0.0], [0.0, -0.1, 0.1], [0.1, 0.1, 0.0], [-0.1, -0.3, 0.0], [0.0, 0.0, 0.0], [0.0, 0.0, -0.1], [0.1, 0.0, 0.0], [0.3, -0.2, 1.8], [-0.1, 0.1, 0.0], [0.0, 0.0, 0.0], [-0.2, 0.2, 0.5], [-0.1, 0.1, 0.0], [0.0, 0.0, 0.1], [-0.3, 0.6, -0.7], [-0.2, 0.0, -0.3], [0.7, -0.6, 0.6], [0.1, 0.0, 0.0], [0.0, 0.0, 0.1], [-0.1, 0.1, 0.0], [-0.1, 0.1, 0.7], [-0.1, 0.0, 0.0], [0.8, -0.7, 0.1], [-0.2, 0.1, 0.0], [-0.8, 0.5, -2.9], [-0.1, 0.0, 0.0], [0.0, 0.1, 0.0], [-0.1, 0.0, -0.1], [0.1, -0.2, 0.3], [0.0, 0.1, 0.0], [0.0, -0.1, 0.0], [-0.1, 0.2, -0.2], [1.5, 0.1, 3.5], [0.0, -0.1, 0.0], [0.0, 0.1, 0.0], [-0.8, 0.8, -1.3], [0.1, 0.0, 0.1], [0.0, -0.1, 0.1], [-0.6, -0.2, -1.2], [-0.3, 0.0, -0.2], [0.1, 0.0, 0.0], [0.1, -0.2, -0.1], [0.1, 0.2, -0.1], [-0.3, -0.5, -0.1], [0.1, -0.1, 0.0], [-0.3, 0.2, -0.2], [1.6, -0.2, 0.8], [-0.3, 0.7, -1.5], [-0.1, -0.1, -0.3], [-0.1, 0.1, 0.0], [-0.1, 0.1, 0.0], [0.8, 0.0, 0.2], [0.0, 0.0, 0.1], [0.0, 0.1, 0.0], [-0.1, 0.1, 0.0], [0.0, -0.1, 0.1], [-0.1, 0.0, 0.1], [0.3, 0.3, -0.1], [0.0, 0.0, 0.0], [0.1, 0.1, 0.0], [-0.8, -0.1, -1.6], [-0.1, -0.1, 0.5], [0.0, -0.1, 0.2], [-1.4, 0.5, -0.9], [-0.4, -0.3, 0.1], [0.0, 0.0, 0.0], [0.1, 0.0, -0.1], [-0.1, 0.0, 0.1], [0.1, 0.0, -0.1], [0.4, -0.3, -0.1], [-0.5, 0.5, 0.7], [0.0, 0.0, 0.1], [0.1, 0.0, 0.0], [0.4, -0.1, 0.0], [0.1, 0.0, 0.0], [0.1, 0.0, 0.1], [0.0, 0.1, -0.1], [0.0, 0.0, 0.1], [-0.1, 0.1, 0.0]]}

---

Number 1: largest force on an atom 4.63 eV/Å, calculated total energy -1572.63885 a.u.. Number 2: largest force on an atom 0.45 eV/Å, calculated total energy -287.72947 a.u.. Number 3: largest force on an atom 7.47 eV/Å, calculated total energy -2000.83894 a.u.. Number 4: largest force on an atom 3.77 eV/Å, calculated total energy -9240.21021 a.u..